Density functional theory data (ωB97M-V with the def2-TZVPD basis set) for a molecular structure, C11H11N4O10S2W.

Output
Orbital gap ... 5.1 eV
Energy above the lowest of the compared OMol25 structures with the same formula, charge and spin ... 27.9 kcal per mole
LUMO level ... -0.539 Ha
Total charge ... +3
Molar mass ... 607.20 g mol⁻¹
HOMO ... -19.75 eV

Positions of all 39 atoms, in Å:
W  0.340  0.675  -0.304
O  0.678  0.171  -2.151
S  1.566  -0.906  -1.481
O  2.323  -1.798  -2.205
O  0.472  -1.281  -0.486
O  2.241  0.122  -0.533
O  0.030  0.563  3.809
C  0.513  0.922  2.809
O  0.113  0.523  1.508
C  1.694  1.860  2.541
C  1.537  2.588  1.362
C  2.669  3.023  0.640
C  3.924  3.026  1.267
C  3.973  2.595  2.589
C  2.924  1.924  3.210
N  5.301  2.742  3.383
O  5.152  2.685  4.552
O  6.252  2.889  2.698
N  2.416  3.182  -0.750
O  3.094  3.735  -1.531
O  1.311  2.520  -1.120
H  0.512  2.930  1.070
H  4.839  3.326  0.756
H  3.069  1.494  4.198
S  -1.881  1.644  -0.367
C  -2.335  3.188  -1.242
N  -1.961  3.419  -2.477
C  -2.408  4.616  -3.203
C  -3.666  5.197  -2.567
C  -3.518  5.293  -1.055
N  -3.058  4.013  -0.532
H  -1.443  2.724  -3.005
H  -2.601  4.340  -4.242
H  -1.592  5.344  -3.201
H  -4.530  4.577  -2.808
H  -3.850  6.189  -2.978
H  -4.467  5.541  -0.577
H  -2.792  6.059  -0.767
H  -3.398  3.707  0.372